No. 1
Density functional theory data (ωB97M-V with the def2-TZVPD basis set) for one molecule with the formula C2H5N3 in a non-equilibrium geometry.

Structure (XYZ):
```
10
Properties=species:S:1:pos:R:3:forces:R:3
C -1.9039 -0.2085 0.1246 -1.63 0.11 -1.14
N -0.8096 -0.7072 -0.2671 -1.11 -0.46 -1.49
N 0.3286 -0.6209 0.4701 1.08 2.53 1.31
C 1.3827 0.5627 0.1523 -1.58 2.48 1.02
N 1.5176 -0.7626 -0.2755 1.65 -0.87 0.13
H -2.9267 -0.3754 -0.4122 2.33 -0.16 0.52
H -2.0270 0.4957 0.9162 0.38 0.37 1.02
H 1.9954 0.9241 1.0266 -0.70 -0.85 -0.86
H 1.1018 1.5354 -0.4927 0.12 -2.86 0.97
H 1.3411 -0.8434 -1.2422 -0.53 -0.28 -1.50
```
Forces are in eV/Å.

Values from the calculation:
spin multiplicity: 1
structure (SMILES): C=NN1CN1
electronic energy: -6620.755 eV
lowest unoccupied orbital energy: 0.93 eV
HOMO level: -0.3240 Ha
energy above the lowest of the compared OMol25 structures with the same formula, charge and spin: 4.183 eV
gap between HOMO and LUMO: 9.74 eV

***

No. 2
Density functional theory data (ωB97M-V with the def2-TZVPD basis set) for C2H5N3 as an isolated structure in a non-equilibrium geometry.

Structure (XYZ):
```
10
Properties=species:S:1:pos:R:3:forces:R:3
C 1.2471 0.3081 0.0402 0.31 0.59 -0.29
C -0.7792 -1.0358 -0.1171 0.62 -1.97 0.22
N -1.8302 -0.4039 -0.4786 -2.88 -2.27 -1.32
N -0.1377 0.0481 0.3673 1.99 0.64 1.55
N -1.2324 0.7769 -0.1837 0.86 2.63 0.48
H -1.7355 1.2412 0.5824 0.11 0.06 -0.31
H -0.3919 -2.0603 -0.1040 -0.63 0.36 -0.34
H 1.8940 -0.4062 0.5610 -0.31 0.04 0.00
H 1.5349 1.3112 0.3700 -0.11 -0.19 -0.04
H 1.4309 0.2207 -1.0373 0.04 0.11 0.06
```
Forces are in eV/Å.

Values from the calculation:
spin multiplicity: 1
electronic energy: -6622.093 eV
lowest unoccupied orbital energy: 1.04 eV
HOMO level: -0.3449 Ha
energy above the lowest of the compared OMol25 structures with the same formula, charge and spin: 2.844 eV
gap between HOMO and LUMO: 10.43 eV

***

No. 3
Density functional theory data (ωB97M-V with the def2-TZVPD basis set) for a 2-piece molecular cluster, C2H5N3 overall in a non-equilibrium geometry.

Structure (XYZ):
```
10
Properties=species:S:1:pos:R:3:forces:R:3
C 0.1886 -0.3122 0.1552 1.16 0.41 1.28
C -0.6927 -0.9591 -0.6353 -1.66 -0.18 -1.37
N -0.4226 3.0028 -0.5489 -0.09 0.39 -0.06
N -0.1861 2.0083 -0.1762 0.03 -0.81 -0.10
N 1.0563 -0.1000 1.0073 0.10 0.12 0.07
H -0.5240 -2.0690 -0.5720 0.35 0.02 0.25
H -1.7533 -0.7881 -0.3538 0.18 0.09 0.24
H -0.6026 -0.7490 -1.7267 0.33 0.09 0.16
H 1.4905 -0.8564 1.5809 -0.20 -0.38 -0.26
H 1.4460 0.8227 1.2694 -0.21 0.24 -0.22
```
Forces are in eV/Å.

Values from the calculation:
spin multiplicity: 1
electronic energy: -6602.014 eV
lowest unoccupied orbital energy: -14.11 eV
HOMO level: -0.8885 Ha
energy above the lowest of the compared OMol25 structures with the same formula, charge and spin: 1.978 eV
gap between HOMO and LUMO: 10.06 eV
total charge: +2

***

No. 4
Density functional theory data (ωB97M-V with the def2-TZVPD basis set) for one molecule with the formula C2H5N3O in a non-equilibrium geometry.

Structure (XYZ):
```
11
Properties=species:S:1:pos:R:3:forces:R:3
N 0.3684 -0.6513 -0.1348 1.12 0.53 -0.62
N -0.7510 -1.5218 -0.1456 0.86 -0.23 -0.25
C 1.5763 -0.7692 -0.3621 -1.41 -3.42 -0.18
C -0.0382 1.1362 -0.0578 0.81 2.24 1.18
N -1.1500 1.1834 0.6333 0.64 0.09 0.86
O 2.6728 -1.1174 -0.5699 -0.57 1.52 0.29
H -1.4992 -0.9426 0.2516 0.12 0.48 0.07
H -0.5506 -2.2738 0.5089 -0.05 0.10 0.02
H -1.6442 2.0630 0.5083 -0.51 -0.67 -0.80
H 0.9877 1.3077 0.4286 -0.90 -0.27 -0.20
H 0.0281 1.5859 -1.0605 -0.12 -0.36 -0.36
```
Forces are in eV/Å.

Values from the calculation:
spin multiplicity: 1
electronic energy: -8668.014 eV
lowest unoccupied orbital energy: -0.39 eV
HOMO level: -0.2785 Ha
energy above the lowest of the compared OMol25 structures with the same formula, charge and spin: 5.628 eV
gap between HOMO and LUMO: 7.19 eV

***

No. 5
Density functional theory data (ωB97M-V with the def2-TZVPD basis set) for C2H5N3O as an isolated structure in a non-equilibrium geometry.

Structure (XYZ):
```
11
Properties=species:S:1:pos:R:3:forces:R:3
N 1.8408 -0.5039 0.4585 -0.78 0.75 -0.20
C -0.8885 0.6859 -0.7708 -0.27 0.44 1.11
C 0.3650 1.0718 -0.3947 0.24 -0.86 -0.88
O -2.2088 -0.5019 0.6838 0.36 0.14 -0.34
N -1.0150 -0.4891 -0.0599 -0.18 -0.45 -0.61
N 0.6514 0.1375 0.5844 0.49 0.31 0.73
H -2.3434 -1.4356 0.8919 0.08 0.08 -0.07
H 2.1520 -0.7344 -0.4822 -0.04 -0.25 0.42
H 2.0399 -1.1178 1.2337 0.09 -0.03 -0.35
H -1.7038 1.2182 -1.2394 -0.07 -0.08 0.07
H 1.1104 1.6694 -0.9054 0.09 -0.05 0.11
```
Forces are in eV/Å.

Values from the calculation:
spin multiplicity: 1
electronic energy: -8667.735 eV
lowest unoccupied orbital energy: 1.04 eV
HOMO level: -0.3088 Ha
energy above the lowest of the compared OMol25 structures with the same formula, charge and spin: 5.908 eV
gap between HOMO and LUMO: 9.45 eV

***

No. 6
Density functional theory data (ωB97M-V with the def2-TZVPD basis set) for a 3-piece molecular cluster, C2H5N3O overall in a non-equilibrium geometry.

Structure (XYZ):
```
11
Properties=species:S:1:pos:R:3:forces:R:3
C -0.3521 -0.4008 1.2300 0.41 -0.57 0.47
N -1.4800 0.2709 1.2812 -1.01 0.55 0.28
C 0.1718 0.9456 -0.9237 0.49 0.62 -0.25
O 2.6074 -0.8502 -0.7115 0.41 0.00 -0.42
N 0.6400 -0.9778 1.2652 0.17 -0.38 0.21
N -0.7151 0.8290 -1.6630 -0.42 -0.11 -0.40
H 2.1140 -1.2177 0.0311 -0.05 0.20 0.08
H -1.9692 0.4457 0.4197 0.05 -0.01 0.06
H -2.0435 0.1540 2.1088 0.01 -0.01 -0.09
H -1.4169 0.7013 -2.3590 0.01 -0.02 -0.09
H 2.4435 0.0999 -0.6788 -0.08 -0.25 0.15
```
Forces are in eV/Å.

Values from the calculation:
spin multiplicity: 1
electronic energy: -8670.754 eV
lowest unoccupied orbital energy: 0.49 eV
HOMO level: -0.3734 Ha
energy above the lowest of the compared OMol25 structures with the same formula, charge and spin: 2.888 eV
gap between HOMO and LUMO: 10.65 eV

***

No. 7
Density functional theory data (ωB97M-V with the def2-TZVPD basis set) for one molecule with the formula C2H5N3O in a non-equilibrium geometry.

Structure (XYZ):
```
11
Properties=species:S:1:pos:R:3:forces:R:3
N -1.5967 -0.6532 0.4484 -0.31 0.73 0.04
N -0.4062 -1.2711 0.0359 2.29 -2.49 1.27
C 0.7737 -0.5077 0.1143 -5.29 0.70 -2.39
N 1.8791 -0.1111 0.4691 2.00 -0.05 -0.65
C 0.8753 0.6220 -0.7281 1.29 0.55 2.02
O 0.4863 1.8697 -0.2623 0.05 0.33 0.03
H -1.3937 0.1688 1.0284 -0.26 -0.47 -0.36
H -2.1264 -0.3649 -0.3761 0.33 0.07 0.32
H -0.2809 -2.2126 0.4125 -0.57 0.34 0.35
H 0.9788 0.5083 -1.7987 0.68 0.37 0.03
H 0.8106 1.9517 0.6565 -0.23 -0.08 -0.67
```
Forces are in eV/Å.

Values from the calculation:
spin multiplicity: 1
structure (SMILES): NNC1=N[C@@H]1O
electronic energy: -8668.626 eV
lowest unoccupied orbital energy: 0.91 eV
HOMO level: -0.3124 Ha
energy above the lowest of the compared OMol25 structures with the same formula, charge and spin: 5.017 eV
gap between HOMO and LUMO: 9.41 eV

***

No. 8
Density functional theory data (ωB97M-V with the def2-TZVPD basis set) for a 2-piece molecular cluster, C2H5N3O2 overall in a non-equilibrium geometry.

Structure (XYZ):
```
12
Properties=species:S:1:pos:R:3:forces:R:3
C -1.3038 0.0860 0.6399 1.58 -1.33 1.32
C -0.8433 1.0599 -0.3309 -1.37 -0.37 -2.65
N 1.8711 0.7198 0.5701 2.20 0.47 -0.91
N -0.6413 -0.4306 -0.5852 -1.07 1.74 -0.16
N 0.6349 -0.7716 -0.7029 0.88 0.15 -0.88
O 0.8412 -1.8153 0.1239 1.36 -3.18 0.13
O 2.8076 0.9508 -0.0876 -1.51 -0.27 1.25
H -0.9153 -0.1143 1.6592 -0.08 0.26 -0.95
H -2.2862 -0.2124 0.4105 -1.47 0.08 0.87
H -1.7005 1.4560 -0.9201 1.00 -0.05 0.20
H 0.0847 1.5893 -0.4488 -0.07 0.23 0.88
H 1.4506 -2.5177 -0.3280 -1.45 2.27 0.89
```
Forces are in eV/Å.

Values from the calculation:
spin multiplicity: 1
electronic energy: -10712.662 eV
lowest unoccupied orbital energy (spin up / spin down): 0.76 / -0.17 eV
HOMO level (spin up / spin down): -0.2788 / -0.3002 Ha
energy above the lowest of the compared OMol25 structures with the same formula, charge and spin: 9.148 eV
gap between HOMO and LUMO (spin up / spin down): 8.35 / 8.00 eV

***

No. 9
Density functional theory data (ωB97M-V with the def2-TZVPD basis set) for one molecule with the formula C2H5N3O2S in a non-equilibrium geometry.

Structure (XYZ):
```
13
Properties=species:S:1:pos:R:3:forces:R:3
N -2.0693 -0.8547 -0.0044 -0.23 -0.47 -0.01
C -1.1344 0.1075 -0.0019 -0.14 0.55 0.04
O -1.3959 1.3076 0.0005 0.27 -0.56 -0.02
N 0.1811 -0.3747 0.0021 -0.06 0.03 0.00
O 0.2883 -1.7533 -0.0029 -0.50 -0.28 0.01
C 1.3433 0.3522 -0.0003 0.30 0.53 -0.03
N 1.2123 1.6888 -0.0094 1.40 -0.86 0.01
S 2.8238 -0.4384 -0.0013 -0.27 0.07 0.00
H -1.8480 -1.8330 0.0267 0.23 0.05 -0.03
H -3.0355 -0.5905 -0.0238 0.00 0.28 0.02
H 1.2558 -1.9201 -0.0124 0.33 0.26 0.00
H 0.3064 2.0858 0.0250 -0.93 0.55 0.00
H 2.0720 2.2229 0.0022 -0.39 -0.15 0.00
```
Forces are in eV/Å.

Values from the calculation:
spin multiplicity: 1
structure (SMILES): NC(=O)N(O)C(N)=S
electronic energy: -21555.532 eV
lowest unoccupied orbital energy: 0.75 eV
HOMO level: -0.3311 Ha
energy above the lowest of the compared OMol25 structures with the same formula, charge and spin: 0.382 eV
gap between HOMO and LUMO: 9.76 eV

***

No. 10
Density functional theory data (ωB97M-V with the def2-TZVPD basis set) for one molecule with the formula C2H5N3O2S2 in a non-equilibrium geometry.

Structure (XYZ):
```
14
Properties=species:S:1:pos:R:3:forces:R:3
N -1.9996 1.0577 -0.0985 2.39 -0.86 -2.25
S -0.3142 1.3713 -0.2387 -1.94 -0.64 -0.47
O -0.0553 2.5705 0.4684 0.02 0.61 0.85
O -0.0160 1.3145 -1.6337 0.13 -0.65 0.00
C 0.4537 -0.0050 0.6518 0.26 -1.37 -2.87
C 0.3906 -1.5280 -0.2695 1.59 2.82 5.18
N 1.7579 -1.8337 -0.5671 -2.01 -2.29 -2.08
N 2.6383 -1.0816 -0.2933 1.43 0.46 0.72
S 2.2029 0.2240 0.6931 0.13 1.65 1.08
H -2.4304 1.3212 0.7299 -0.68 0.50 1.83
H -2.2671 0.1382 -0.4640 0.05 0.65 0.23
H -0.1000 -0.0942 1.5522 -0.06 -0.16 1.03
H -0.0401 -2.1397 0.5226 0.12 -0.71 -0.65
H -0.2207 -1.3154 -1.0533 -1.41 0.00 -2.60
```
Forces are in eV/Å.

Values from the calculation:
spin multiplicity: 1
structure (SMILES): NS(=O)(=O)[C@H]1CN=NS1
electronic energy: -32388.038 eV
lowest unoccupied orbital energy: 0.19 eV
HOMO level: -0.3591 Ha
energy above the lowest of the compared OMol25 structures with the same formula, charge and spin: 2.413 eV
gap between HOMO and LUMO: 9.96 eV